Entry 1:
This record from the OMol25 dataset describes the molecule C8H13N in a non-equilibrium geometry. The level of theory is ωB97M-V with the def2-TZVPD basis set.

```
22
Properties=species:S:1:pos:R:3:mulliken_charge:R:1
C -0.9317 0.8018 -2.0840 -1.09
N 0.0754 0.6071 -1.0587 0.02
C 0.6641 -0.6757 -1.1162 -1.07
C 0.8383 -1.2180 0.3962 0.18
C 1.6056 -0.1773 1.2098 -0.50
C 1.2164 1.1337 0.9740 -0.93
C -0.1177 1.1846 0.3406 -0.10
C -0.9718 0.2153 1.1377 -0.92
C -0.5955 -1.2363 1.0151 -0.84
H -0.3736 1.0585 -2.9635 0.42
H -1.6232 -0.0444 -2.3066 0.30
H -1.5072 1.6724 -1.9076 0.36
H 1.6315 -0.6496 -1.6017 0.35
H 0.0765 -1.3474 -1.6156 0.53
H 1.3101 -2.2550 0.4725 0.45
H 2.5687 -0.4451 1.8390 0.26
H 1.6538 1.9606 1.3761 0.51
H -0.5865 2.1324 0.3698 0.56
H -1.9549 0.2453 0.8148 0.38
H -1.0718 0.4728 2.1409 0.48
H -0.5578 -1.6976 2.0865 0.23
H -1.3487 -1.7381 0.4809 0.41
```

Computed properties:
energy above the lowest of the compared OMol25 structures with the same formula, charge and spin = 53.5 kcal/mol
Kohn-Sham gap = 8.85 eV
structure (SMILES) = CN1C[C@H]2C=C[C@@H]1CC2

Entry 2:
This record from the OMol25 dataset describes a cluster of 3 separate species, C5H12O3 in total in a non-equilibrium geometry. The level of theory is ωB97M-V with the def2-TZVPD basis set.

```
20
Properties=species:S:1:pos:R:3:mulliken_charge:R:1
C 3.1135 -0.7600 1.1119 -1.11
C 2.2049 -0.5203 -0.0239 0.12
C 0.8655 -0.2210 0.0470 -0.09
C 0.0392 -0.0614 -1.0869 -0.54
C -1.3415 -0.4948 -0.8337 -0.49
O -1.6959 -0.6809 0.5039 -0.59
H 3.9162 -0.0280 1.2287 0.33
H 3.6058 -1.7325 1.0832 0.31
H 2.4657 -0.6368 1.9839 0.33
H 2.4975 -0.8000 -1.0438 0.30
H 0.3210 -0.1307 0.9923 0.39
H 0.5560 0.2379 -1.9899 0.34
H -2.0380 0.2659 -1.2538 0.49
H -1.6149 -1.4700 -1.2660 0.44
H -2.6940 -0.1985 0.4096 0.40
H -4.3558 0.6235 0.3664 0.20
O -3.8551 0.0711 -0.2287 -0.91
H 0.0226 1.8557 -0.1095 0.33
H -1.4267 2.1372 -0.0721 0.38
O -0.5861 2.5438 0.1815 -0.64
```

Computed properties:
energy above the lowest of the compared OMol25 structures with the same formula, charge and spin = 140.0 kcal/mol
Kohn-Sham gap = 5.01 eV

Entry 3:
This record from the OMol25 dataset describes the molecule C8H10N4O3 in a non-equilibrium geometry. The level of theory is ωB97M-V with the def2-TZVPD basis set.

```
25
Properties=species:S:1:pos:R:3:mulliken_charge:R:1
C 1.3186 -0.3516 -0.1029 -0.01
C -1.1814 -1.4805 0.1585 -0.02
C 0.6021 0.7829 -0.0227 1.10
C -1.5389 -0.2316 -0.1774 0.19
C 0.8383 -1.6600 -0.2513 0.67
C 2.8032 -0.2725 0.0200 0.00
C 1.2489 1.9926 0.5458 -1.29
C -1.3722 1.9928 -0.7227 -1.31
N -2.1710 -2.3957 0.3466 -0.32
N -2.9280 -0.1841 -0.1857 -0.19
N -0.7027 0.8484 -0.2147 0.14
N 1.4522 -2.7061 -0.5560 -0.78
O 3.5288 -1.3881 -0.0206 -0.57
O 3.3480 0.7830 0.0967 -0.57
O -3.4160 -1.4970 -0.0200 -0.35
H 1.9831 2.6500 -0.0970 0.23
H 1.8069 1.5760 1.3769 0.48
H 0.4549 2.6932 1.0724 0.29
H -2.1760 1.7251 -1.3679 0.50
H -1.5448 2.7162 0.1174 0.35
H -0.6513 2.5412 -1.4103 0.35
H -2.3732 -2.6284 1.2743 0.28
H -3.3877 0.3261 0.6583 0.26
H 2.9832 -2.2141 -0.1304 0.34
H 1.0750 -3.6177 -0.3874 0.23
```

Computed properties:
energy above the lowest of the compared OMol25 structures with the same formula, charge and spin = 157.5 kcal/mol
Kohn-Sham gap = 7.68 eV

Entry 4:
This record from the OMol25 dataset describes a structure of composition C19H35ClFeN4O5 in a non-equilibrium geometry. The level of theory is ωB97M-V with the def2-TZVPD basis set.

```
65
Properties=species:S:1:pos:R:3:mulliken_spin:R:1
Fe 0.8483 -1.5299 2.4407 4.06
Cl -2.4856 -2.5223 2.3197 0.00
O -0.9969 -2.5990 2.4458 0.05
O -2.7738 -1.1146 2.3334 0.00
O -2.8369 -3.1755 1.1061 0.01
O -3.0607 -3.1630 3.4463 0.01
C 0.6431 -1.1860 -1.7148 0.03
C 0.1266 -0.4332 -0.5023 -0.06
C -1.4157 -0.3438 -0.5871 0.05
O 0.5147 -0.8529 0.7594 0.69
H 0.2434 -0.7216 -2.6171 0.00
H 0.4317 -2.2519 -1.7862 0.00
H 1.7183 -1.0567 -1.8814 0.00
H 0.4984 0.5989 -0.5997 0.07
H -1.6039 0.0158 -1.5963 0.01
H -1.8447 0.3054 0.1688 -0.01
H -1.8603 -1.3350 -0.4881 0.00
C 0.3662 6.2364 -2.2920 0.00
C 1.0800 5.3633 -1.2581 0.00
C 0.7430 3.8842 -1.3882 0.00
C -0.6647 3.5010 -1.3682 0.00
N -1.7769 3.2072 -1.3663 0.00
H 0.8067 6.1397 -3.2831 0.00
H 0.2402 7.2750 -2.0008 0.00
H -0.6497 5.8319 -2.3327 0.00
H 0.7582 5.7264 -0.2743 0.00
H 2.1565 5.5259 -1.1735 0.00
H 1.2244 3.2630 -0.6274 0.00
H 1.2200 3.5051 -2.2994 0.00
C 3.6692 1.9082 -0.4240 0.00
C 4.7865 1.4622 0.5101 0.00
C 4.4293 1.4817 2.0089 0.00
C 3.5296 0.3590 2.2682 0.00
N 2.7832 -0.4872 2.4539 0.02
H 2.7632 1.3435 -0.2037 0.00
H 4.0674 1.7199 -1.4207 0.00
H 3.4839 2.9800 -0.3585 0.00
H 5.7193 2.0237 0.4166 0.00
H 5.1380 0.4690 0.2158 0.00
H 3.9099 2.3854 2.3281 0.00
H 5.2981 1.2765 2.6381 0.00
C 1.9426 -5.9929 -0.8392 0.00
C 1.0750 -6.5742 0.2523 0.00
C 1.3048 -5.8744 1.6158 0.00
C 1.5229 -4.4332 1.5653 0.00
N 1.6117 -3.2918 1.5698 0.06
H 3.0307 -6.0396 -0.7252 0.00
H 1.8052 -4.9215 -1.0273 0.00
H 1.7041 -6.4191 -1.8157 0.00
H 1.0446 -7.6423 0.4444 0.00
H 0.0644 -6.3107 -0.0751 0.00
H 2.1962 -6.2896 2.0873 0.00
H 0.3788 -5.9270 2.1958 0.00
C -4.5713 0.6788 -1.4129 0.00
C -4.7804 0.6195 0.0936 0.00
C -5.1157 1.9923 0.6582 0.00
C -5.4298 1.9721 2.0898 0.00
N -5.6725 1.9960 3.2050 0.00
H -5.4883 0.8988 -1.9701 0.00
H -4.1801 -0.2224 -1.8810 0.00
H -3.9656 1.5599 -1.6520 0.00
H -3.9661 0.1515 0.6441 0.00
H -5.6146 -0.0647 0.2831 0.00
H -5.8863 2.4699 0.0536 0.00
H -4.2379 2.6490 0.6239 0.00
```

Computed properties:
energy above the lowest of the compared OMol25 structures with the same formula, charge and spin = 94.7 kcal/mol
2S+1 = 6
total charge = +1
Kohn-Sham gap (alpha / beta) = 8.57 / 6.43 eV

- What is the energy above the lowest of the compared OMol25 structures with the same formula, charge and spin in the fourth record?
  94.7 kcal/mol